# 1
Computed, not measured: 3 unconnected molecules or ions with the total composition C8H8OS in a non-equilibrium geometry, with wB97M-V/def2-TZVPD.

Structure (XYZ):
```
18
Properties=species:S:1:pos:R:3
C 1.06397 -1.62361 -0.14591
C -0.17976 -1.05143 -0.31481
C 0.57319 1.20436 0.21239
C 2.07188 -0.74039 0.06032
C 1.83226 0.67083 0.17476
C -0.49711 0.35323 -0.11120
C 3.19810 0.05631 0.07693
C -3.02136 0.55599 -0.44715
O -1.65264 0.97128 -0.35274
S 4.72855 0.13096 -0.26410
H 1.21666 -2.69438 -0.21106
H -1.03888 -1.74994 -0.59984
H 0.28601 2.20226 0.45987
H 2.52346 1.38698 2.21484
H -3.31606 0.75321 -1.57782
H -3.52006 1.09284 0.29545
H -3.13341 -0.51375 -0.16111
H 2.47414 2.21209 3.08179
```

Results
spin multiplicity	1
charge	0
ΔE to the lowest compared entry with this formula, charge and spin	118.5	kcal per mole
F_max	5.04	eV/A
electronic energy	-782.81458	a.u.
E_LUMO	-0.42	eV
HOMO-LUMO gap	7.89	eV

***

# 2
Computed, not measured: 2 unconnected molecules or ions with the total composition C2H7NO in a non-equilibrium geometry, with wB97M-V/def2-TZVPD.

Structure (XYZ):
```
11
Properties=species:S:1:pos:R:3
N -1.97890 0.02466 -0.43638
H -2.45586 -0.78561 -0.05930
H -2.72368 0.64206 -0.73586
H -1.41552 0.45612 0.28199
C 1.32677 0.01577 0.99925
C 1.60139 -0.04041 -0.32423
O 0.73849 -0.03309 -1.30473
H 2.07572 0.32270 1.72869
H 0.42290 -0.19504 1.56905
H 2.59940 -0.10296 -0.73791
H -0.19073 -0.30421 -0.98057
```

Results
spin multiplicity	2
charge	+1
ΔE to the lowest compared entry with this formula, charge and spin	23.8	kcal per mole
F_max	3.87	eV/A
electronic energy	-210.03996	a.u.
E_LUMO (alpha / beta)	-4.76 / -8.63	eV
HOMO-LUMO gap (alpha / beta)	10.72 / 6.84	eV

***

# 3
Computed, not measured: a molecular structure, C31H22N3OReS3 in a non-equilibrium geometry, with wB97M-V/def2-TZVPD.

Structure (XYZ):
```
61
Properties=species:S:1:pos:R:3
Re -0.14320 -1.12396 -1.11649
C -2.62069 -4.68913 -0.35762
C -1.70752 -5.69719 -0.60491
C -0.50141 -5.39148 -1.22564
C -0.24000 -4.08514 -1.56011
N -1.12041 -3.09024 -1.27350
C -2.28777 -3.39098 -0.69742
C 0.94668 -3.63255 -2.33558
C 1.82569 -4.41714 -3.05303
C 2.72216 -3.78660 -3.90821
C 2.65008 -2.41321 -4.11233
C 1.74584 -1.68837 -3.36393
N 1.01180 -2.29967 -2.42819
C 1.32246 -0.27747 -3.58064
C 1.96999 0.61343 -4.40161
C 1.40435 1.86608 -4.60948
C 0.19838 2.17755 -4.00874
C -0.39262 1.24465 -3.17676
N 0.16118 0.04926 -2.95419
H -3.57422 -4.89194 0.10794
H -1.92682 -6.71762 -0.32039
H 0.22639 -6.16275 -1.43441
H -2.94693 -2.55751 -0.49493
H 1.79914 -5.49495 -2.97651
H 3.43298 -4.37698 -4.47157
H 3.26508 -1.93179 -4.85953
H 2.90829 0.34418 -4.86566
H 1.90646 2.58907 -5.23850
H -0.27762 3.13521 -4.16175
H -1.31548 1.44507 -2.64974
S 1.59648 0.41523 -0.53309
C 2.17554 -0.09359 1.04727
C 3.16618 0.66191 1.67820
C 3.66510 0.27469 2.90875
C 3.17524 -0.87239 3.52704
C 2.18715 -1.61644 2.90928
C 1.68344 -1.22657 1.66595
S 0.43244 -2.20780 0.91497
H 3.53970 1.55304 1.18783
H 4.43733 0.86375 3.38686
H 3.56342 -1.18379 4.48823
H 1.79338 -2.50894 3.38120
C -0.81356 5.84747 3.92026
C -1.90725 5.65673 4.94509
O -1.76319 5.80725 6.11950
S -3.58773 5.28867 4.29430
C -3.17838 3.97144 3.17735
C -3.52668 4.06071 1.83404
C -3.18925 3.04291 0.95401
C -2.49908 1.92120 1.40627
C -2.19537 1.81162 2.76699
C -2.53657 2.82569 3.64380
C -2.01751 0.91352 0.50568
C -1.51617 0.06423 -0.21028
H 0.03709 6.32853 4.39588
H -1.17977 6.44981 3.09020
H -0.50451 4.88013 3.52584
H -4.04765 4.93974 1.47673
H -3.44368 3.12414 -0.09530
H -1.68419 0.92537 3.12251
H -2.30422 2.73393 4.69810
```

Results
spin multiplicity	4
charge	+1
F_max	1.44	eV/A
electronic energy	-2706.67472	a.u.
E_LUMO (alpha / beta)	-3.77 / -4.83	eV
HOMO-LUMO gap (alpha / beta)	5.94 / 5.18	eV